Record 1
{
  "formula": "H8O4",
  "method": "the ωB97M-V functional and the def2-TZVPD basis",
  "species": ["O", "O", "O", "O", "H", "H", "H", "H", "H", "H", "H", "H"],
  "positions_angstrom": [[-0.4778, 0.1100, -0.6061], [1.9383, 1.6891, -1.4094], [-0.0275, -2.7828, -0.1360], [-0.8021, 0.9421, 1.9510], [-0.5045, -3.0049, -0.9407], [0.1939, -1.8466, -0.2398], [-0.3428, 0.4904, 2.6704], [-1.3652, 0.3668, -0.8723], [-1.5830, 1.3304, 2.3610], [-0.4225, 0.3609, 0.3510], [1.1928, 1.2289, -0.9933], [2.2002, 1.1156, -2.1358]],
  "forces_ev_per_angstrom": [[0.46, 0.17, 0.66], [-0.02, -0.05, 0.14], [0.16, -0.03, 0.07], [0.08, 0.00, 0.58], [0.02, 0.04, 0.02], [-0.27, -0.09, -0.13], [-0.03, 0.05, -0.11], [0.03, -0.01, -0.02], [0.03, -0.01, -0.14], [-0.44, -0.13, -0.82], [0.01, 0.04, -0.30], [-0.03, 0.01, 0.04]],
  "e_tot_ha": -305.7533,
  "homo_energy_ev": -10.855,
  "max_force_ha_per_bohr": 0.018,
  "total_charge": 0,
  "orbital_gap_ha": 0.408,
  "relative_energy_kj_mol": 68.0
}

=====

Record 2
{
  "formula": "H8O4",
  "method": "the ωB97M-V functional and the def2-TZVPD basis",
  "species": ["O", "O", "O", "O", "H", "H", "H", "H", "H", "H", "H", "H"],
  "positions_angstrom": [[0.5775, -0.3758, 1.0712], [3.4722, -1.0913, -2.5057], [-1.3730, 2.0320, 0.6932], [-2.6589, -0.5387, 0.6802], [-2.1962, 0.1135, 1.2303], [2.6957, -1.0644, -1.9439], [-2.0751, -0.4470, -0.0400], [0.7339, 0.3642, 1.6528], [-1.1623, 1.7462, 1.5895], [-1.2015, 1.2626, 0.1499], [3.4220, -1.9608, -2.8117], [-0.3588, -0.2240, 0.6624]],
  "forces_ev_per_angstrom": [[-2.54, -0.14, -1.53], [-0.14, 1.78, 0.76], [0.00, 0.19, 0.33], [0.02, 0.36, 1.51], [-1.19, -0.25, 0.72], [-0.13, 0.45, 0.33], [0.41, -0.67, -2.34], [0.07, 0.43, 0.19], [0.07, 0.34, 0.05], [0.16, 0.43, -0.43], [0.27, -2.23, -1.06], [3.01, -0.70, 1.47]],
  "e_tot_ha": -305.7038,
  "homo_energy_ev": -11.643,
  "max_force_ha_per_bohr": 0.066,
  "total_charge": 0,
  "orbital_gap_ha": 0.424,
  "relative_energy_kj_mol": 198.1
}

=====

Record 3
{
  "formula": "H8O4",
  "method": "the ωB97M-V functional and the def2-TZVPD basis",
  "species": ["O", "O", "O", "O", "H", "H", "H", "H", "H", "H", "H", "H"],
  "positions_angstrom": [[1.8195, 0.8280, 0.8034], [0.0568, 0.0229, -0.6428], [-0.8756, -0.4691, 1.3769], [-2.1075, -0.6643, -1.3746], [2.1624, 0.4813, 1.6270], [0.0117, -0.1996, 1.6143], [-2.0422, -0.9014, -2.2996], [0.3848, 0.3354, -1.4859], [-1.1995, -0.5825, -1.0831], [1.8542, 1.7786, 0.9102], [0.7033, 0.3273, -0.0059], [-0.7679, -0.9566, 0.5602]],
  "forces_ev_per_angstrom": [[1.11, 0.46, 0.81], [1.18, 0.46, -2.42], [-0.68, -0.48, 1.81], [-1.63, -0.57, -0.70], [0.25, -0.26, 0.24], [-0.12, -0.06, 0.19], [-0.23, -0.16, -0.20], [0.14, 0.03, -0.42], [-0.01, 0.25, 0.10], [-0.06, 0.42, -0.04], [0.28, 0.11, 0.28], [-0.24, -0.19, 0.33]],
  "e_tot_ha": -305.7023,
  "homo_energy_ev": -10.207,
  "max_force_ha_per_bohr": 0.053,
  "total_charge": 0,
  "orbital_gap_ha": 0.373,
  "relative_energy_kj_mol": 201.8
}

=====

Record 4
{
  "formula": "H8O4",
  "method": "the ωB97M-V functional and the def2-TZVPD basis",
  "species": ["O", "O", "O", "O", "H", "H", "H", "H", "H", "H", "H", "H"],
  "positions_angstrom": [[0.2143, -1.1205, 1.8279], [-0.3216, 0.0534, 0.2483], [-1.1962, 0.0347, -1.6511], [1.2476, 1.3104, -0.8424], [-1.4018, 0.9505, -1.4629], [0.3728, -2.0383, 2.0489], [-0.6637, -0.2492, -0.9081], [-0.7248, -0.9988, 1.9676], [-0.0497, -0.6455, 0.8431], [1.7212, 1.2863, -1.6739], [0.6038, 0.6055, -0.9125], [0.1983, 0.8115, 0.5152]],
  "forces_ev_per_angstrom": [[1.33, -3.99, 6.25], [-0.95, 3.43, 1.99], [-2.36, -0.15, -5.36], [1.56, 1.08, -0.79], [-0.12, -0.02, 0.00], [0.38, -0.53, 0.21], [-0.70, -0.26, -0.51], [-0.67, -0.04, 1.07], [1.00, -0.13, -2.22], [0.22, 0.31, -0.14], [0.37, -0.03, -0.92], [-0.05, 0.33, 0.42]],
  "e_tot_ha": -305.6035,
  "homo_energy_ev": -9.612,
  "max_force_ha_per_bohr": 0.147,
  "total_charge": 0,
  "orbital_gap_ha": 0.356,
  "relative_energy_kj_mol": 461.2
}

=====

Record 5
{
  "formula": "H8O4",
  "method": "the ωB97M-V functional and the def2-TZVPD basis",
  "species": ["O", "O", "O", "O", "H", "H", "H", "H", "H", "H", "H", "H"],
  "positions_angstrom": [[-0.8273, -1.1637, -0.3549], [1.6676, 0.1204, 0.7610], [-0.9662, 1.0504, 1.7970], [0.2753, -0.6241, -3.0079], [-0.1444, -0.8379, -2.1746], [0.7205, 0.1929, 0.6428], [2.0342, 0.7789, 0.1708], [-0.9527, -1.8833, 0.2638], [-0.7802, 0.5028, 2.5598], [-0.7400, -0.3859, 0.1962], [-0.7678, 1.9409, 2.0868], [0.4811, 0.3083, -2.9407]],
  "forces_ev_per_angstrom": [[0.55, 0.27, -0.96], [0.16, -0.54, 0.06], [0.20, -0.57, -0.69], [0.32, -0.51, -0.79], [-0.87, -0.75, 1.38], [-0.25, 0.40, 0.43], [0.50, 0.42, -0.27], [-0.08, -0.69, 0.18], [-0.05, -0.16, 0.48], [-0.82, 0.65, 0.44], [0.01, 0.44, 0.02], [0.32, 1.06, -0.28]],
  "e_tot_ha": -305.3244,
  "homo_energy_ev": [-16.640, -15.482],
  "spin_multiplicity": 2,
  "max_force_ha_per_bohr": 0.035,
  "total_charge": 1,
  "orbital_gap_ha": [0.464, 0.138],
  "relative_energy_kj_mol": 113.1
}

=====

Record 6
{
  "formula": "H8O4Tl",
  "method": "the ωB97M-V functional and the def2-TZVPD basis",
  "species": ["Tl", "O", "O", "O", "O", "H", "H", "H", "H", "H", "H", "H", "H"],
  "positions_angstrom": [[19.7161, 1.8086, -17.1833], [17.2293, -0.6194, -14.1006], [18.3436, 1.8120, -21.6144], [15.1186, 2.1103, -17.4588], [17.5183, -1.9860, -18.7385], [18.4117, 1.2150, -22.3595], [17.4195, -1.1072, -13.2992], [14.7124, 2.1945, -16.5961], [16.7700, -2.3520, -18.2670], [17.3188, -2.1401, -19.6619], [16.2738, -0.6126, -14.1563], [14.4047, 1.8361, -18.0345], [18.1901, 2.6708, -22.0082]],
  "forces_ev_per_angstrom": [[0.43, 0.20, 0.12], [0.52, 0.49, -0.95], [0.02, -0.32, 1.16], [1.12, -0.12, -0.20], [0.70, 0.77, 0.48], [0.16, -0.86, -0.94], [0.49, -0.63, 1.12], [-0.47, 0.35, 1.04], [-0.77, -0.63, 0.66], [-0.04, -0.32, -1.21], [-1.10, 0.02, 0.01], [-0.86, -0.18, -0.86], [-0.20, 1.22, -0.44]],
  "e_tot_ha": -476.7153,
  "homo_energy_ev": -22.735,
  "max_force_ha_per_bohr": 0.027,
  "total_charge": 3,
  "orbital_gap_ha": 0.086,
  "relative_energy_kj_mol": 219.1
}

=====

Record 7
{
  "formula": "H8OSi3",
  "method": "the ωB97M-V functional and the def2-TZVPD basis",
  "species": ["Si", "Si", "Si", "O", "H", "H", "H", "H", "H", "H", "H", "H"],
  "positions_angstrom": [[2.0118, 0.0790, -0.4421], [-0.9244, 1.1385, 0.6189], [-2.2818, -0.4852, -0.3187], [2.7817, -0.5585, 0.8459], [-1.3310, -1.8464, 0.0245], [2.7357, 1.4374, -0.7965], [2.1849, -1.0163, -1.4590], [-3.6314, -0.7881, -0.0642], [2.7397, -1.3555, 1.3312], [-1.0276, 1.3257, 2.1337], [-1.1798, 2.3960, 0.0179], [-2.0779, -0.3265, -1.8918]],
  "forces_ev_per_angstrom": [[-0.77, 1.08, 0.59], [1.64, -1.52, 0.40], [3.53, -1.82, -1.58], [0.50, 1.62, -0.11], [-1.55, 1.72, -0.42], [-0.68, -1.42, 0.25], [-0.55, 0.63, -0.15], [-1.45, -0.13, 0.45], [-0.38, -1.08, 0.33], [0.18, -0.24, -0.77], [-0.15, 1.23, -0.53], [-0.30, -0.07, 1.55]],
  "e_tot_ha": -948.3895,
  "homo_energy_ev": -8.120,
  "max_force_ha_per_bohr": 0.083,
  "total_charge": 0,
  "orbital_gap_ha": 0.276,
  "relative_energy_kj_mol": 337.0
}

=====

Record 8
{
  "formula": "H9NO3",
  "method": "the ωB97M-V functional and the def2-TZVPD basis",
  "species": ["O", "O", "O", "N", "H", "H", "H", "H", "H", "H", "H", "H", "H"],
  "positions_angstrom": [[2.6894, 1.6427, 2.2307], [-0.5942, -0.3398, -2.7978], [-0.0825, 0.3473, 0.5166], [-2.0380, -1.7247, -0.2869], [-3.0357, -1.6643, -0.1582], [-0.3937, -0.0898, -1.8814], [-1.7336, -2.6552, -0.0426], [2.5448, 1.7960, 3.1901], [0.8220, 0.5015, 0.8373], [-0.6055, 0.9745, 1.0332], [3.3905, 2.2537, 1.9307], [-1.0205, -1.1997, -2.6936], [-1.5201, -1.0384, 0.2511]],
  "forces_ev_per_angstrom": [[-0.40, -0.39, -0.24], [0.11, -0.09, 0.09], [0.01, -0.01, -0.02], [0.01, -0.29, -0.52], [-0.01, 0.14, 0.20], [-0.08, 0.01, -0.12], [0.03, 0.00, 0.17], [0.22, 0.19, -0.23], [0.11, 0.08, 0.10], [0.12, 0.12, 0.01], [-0.04, 0.09, 0.34], [-0.04, 0.20, 0.19], [-0.04, -0.05, 0.03]],
  "e_tot_ha": -285.8362,
  "homo_energy_ev": [0.815, -6.801],
  "spin_multiplicity": 2,
  "max_force_ha_per_bohr": 0.012,
  "total_charge": -1,
  "orbital_gap_ha": [0.102, 0.379],
  "relative_energy_kj_mol": 43.4
}

=====

Record 9
{
  "formula": "H9O4",
  "method": "the ωB97M-V functional and the def2-TZVPD basis",
  "species": ["O", "O", "O", "O", "H", "H", "H", "H", "H", "H", "H", "H", "H"],
  "positions_angstrom": [[2.0977, -0.9554, -0.6047], [-1.7727, -1.5465, -0.4351], [-0.4959, 2.5087, 0.6384], [0.1521, 0.0764, 0.5570], [-1.8115, -1.9376, -1.3138], [-2.5169, -1.9313, 0.0323], [0.2521, 3.0617, 0.3679], [-0.0075, 1.0799, 0.6309], [-0.7289, -0.3610, 0.5857], [2.9619, -1.2835, -0.3519], [-0.9300, 2.9792, 1.3543], [0.8346, -0.5217, 0.0726], [1.9651, -1.1689, -1.5337]],
  "forces_ev_per_angstrom": [[-0.45, 0.03, -0.38], [0.03, 0.04, 0.15], [0.56, -0.04, -0.29], [-1.18, -1.01, 0.74], [0.07, 0.09, -0.06], [-0.20, -0.12, 0.13], [-0.23, 0.09, 0.01], [0.38, 0.29, -0.33], [0.30, -0.23, -0.48], [0.17, -0.14, 0.22], [-0.13, 0.02, 0.23], [0.50, 1.04, 0.16], [0.18, -0.07, -0.10]],
  "e_tot_ha": -306.1092,
  "homo_energy_ev": -16.132,
  "max_force_ha_per_bohr": 0.033,
  "total_charge": 1,
  "orbital_gap_ha": 0.477,
  "relative_energy_kj_mol": 45.3
}

=====

Record 10
{
  "formula": "H9O4",
  "method": "the ωB97M-V functional and the def2-TZVPD basis",
  "species": ["O", "O", "O", "O", "H", "H", "H", "H", "H", "H", "H", "H", "H"],
  "positions_angstrom": [[0.1463, 0.0444, -0.2182], [-1.3155, -1.3215, 1.5466], [-1.3828, 0.5647, -2.4310], [2.3976, 1.2088, 0.9910], [-0.4844, -0.4490, 0.4658], [3.1134, 0.5201, 0.8890], [-2.2378, 0.4132, -2.8157], [-0.8547, 0.1597, -3.1305], [-1.7862, -2.1463, 1.3710], [-0.4810, 0.2221, -1.0688], [0.9714, 0.4307, 0.3094], [2.7827, 1.7899, 1.7198], [-0.8689, -1.4369, 2.3716]],
  "forces_ev_per_angstrom": [[-1.46, -1.11, 1.23], [-0.28, 0.28, -1.06], [1.25, -0.48, 0.04], [1.74, -0.59, 0.99], [0.93, 0.32, -0.67], [-1.00, 1.02, 0.02], [-1.28, 0.11, 0.37], [0.59, 0.17, 0.00], [0.04, 0.10, -0.05], [1.47, 0.76, 1.03], [-1.28, 0.49, -1.55], [-1.12, -0.92, -1.34], [0.40, -0.15, 0.97]],
  "e_tot_ha": -306.0910,
  "homo_energy_ev": -16.391,
  "max_force_ha_per_bohr": 0.043,
  "total_charge": 1,
  "orbital_gap_ha": 0.482,
  "relative_energy_kj_mol": 93.1
}